No. 1
A 3-piece molecular cluster, C3H11NO3 overall in a non-equilibrium geometry. Source: the Open Molecules 2025 dataset; level of theory: wB97M-V/def2-TZVPD.

## Properties
gap between HOMO and LUMO = 0.3900 hartree
energy relative to the best compared isomer or geometry (same formula, charge and spin) = 2.462 eV
total charge = 0
LUMO level = 0.833 eV

```
18
Properties=species:S:1:pos:R:3:nbo_charge:R:1
O 1.54005 -2.37476 -1.60681 -0.943
O 1.40599 0.86239 -2.14190 -0.542
O -0.07478 -2.61375 0.68276 -0.952
N -1.50027 0.93078 1.70603 -0.831
C -0.52443 1.65056 0.76789 -0.223
C 0.51858 1.16414 -1.35310 0.445
C 0.20441 0.62170 0.04357 -0.537
H 1.55051 -1.75483 -2.35135 0.477
H -2.24736 1.53988 1.90304 0.361
H -0.18469 1.92715 -1.76365 0.113
H -0.25632 -2.09567 -0.11912 0.474
H -0.45296 -0.19046 -0.29147 0.234
H 1.75027 -1.80559 -0.82935 0.470
H -1.03913 0.57337 2.44262 0.355
H -0.79235 -3.25087 0.79685 0.476
H -1.17865 2.39238 0.16912 0.199
H 0.30368 2.23060 1.27151 0.180
H 0.97746 0.19299 0.67335 0.242
```



No. 2
A 2-piece molecular cluster, C6H12N overall in a non-equilibrium geometry. Source: the Open Molecules 2025 dataset; level of theory: wB97M-V/def2-TZVPD.

## Properties
gap between HOMO and LUMO = 0.2622 hartree
energy relative to the best compared isomer or geometry (same formula, charge and spin) = 3.668 eV
total charge = +1
LUMO level = -6.007 eV

```
19
Properties=species:S:1:pos:R:3:nbo_charge:R:1
N -1.14004 -1.43609 -1.15047 -0.601
C -1.59224 1.73036 -0.52450 -0.509
C 0.51458 0.71537 0.70852 -0.074
C -0.17503 -2.32029 -0.87880 0.145
C 1.69839 1.28215 -0.05132 -0.631
C -0.58137 1.25288 0.19462 0.041
C 0.51617 -0.32283 1.70748 -0.643
H -1.96253 1.24831 -1.43888 0.207
H -1.00851 -0.43900 -0.97468 0.462
H 1.21000 -0.03384 2.51840 0.258
H -2.04713 2.64209 -0.16114 0.254
H 1.35210 2.07283 -0.72035 0.244
H -0.53102 -0.31252 2.20729 0.250
H -2.08860 -1.72388 -0.92784 0.437
H -0.59448 -3.41647 -0.90478 0.263
H 0.86010 -1.24303 1.22675 0.193
H 2.53115 1.74901 0.62404 0.244
H 2.18097 0.51550 -0.72969 0.207
H 0.85749 -1.96054 -0.72465 0.252
```



No. 3
C46H38F3GeN4O2SV as an isolated structure in a non-equilibrium geometry. Source: the Open Molecules 2025 dataset; level of theory: wB97M-V/def2-TZVPD.

## Properties
gap between HOMO and LUMO (spin up / spin down) = 0.2491 / 0.2206 hartree
energy relative to the best compared isomer or geometry (same formula, charge and spin) = 2.115 eV
spin multiplicity = 4
⟨S²⟩ = 3.81
total charge = -1
LUMO level (spin up / spin down) = 2.456 / 0.852 eV

```
96
Properties=species:S:1:pos:R:3:lowdin_charge:R:1
Ge -0.13763 -1.49609 2.98264 0.787
V 0.27828 -0.13601 0.83737 0.585
S 2.37573 -2.04136 1.82305 0.700
F 4.25889 -5.69844 0.04209 0.099
F 4.46286 -4.20673 1.59674 0.112
F 2.59695 -5.28759 1.36856 0.138
O -0.88838 2.25973 -0.99896 0.036
O 3.39426 0.81463 -0.41288 0.059
N 1.10027 1.27766 -0.35750 0.052
N 1.89757 -1.66504 -0.74151 0.037
N -1.06645 -0.72866 0.07757 -0.135
N 2.30214 1.66367 -2.24732 0.139
C -1.93681 -1.14667 -0.94807 -0.326
C -0.61919 -5.69835 2.47305 -0.104
C 1.66384 6.65209 -2.73361 -0.102
C 0.68838 -4.00696 4.24708 -0.141
C 3.10170 -3.67076 -0.27927 -0.126
C 0.35235 1.86297 -3.78218 -0.134
C 1.23468 3.88359 -2.60223 -0.112
C -4.41115 -0.26328 4.77353 -0.109
C 0.52663 6.14544 -2.12185 -0.077
C 2.82421 -2.94946 -2.54008 -0.056
C 1.67420 3.55142 1.95830 -0.090
C 0.31443 3.55748 1.68954 -0.070
C -2.05002 2.79100 2.13278 -0.035
C -0.57176 2.78497 2.44044 -0.282
C 2.17764 2.78884 3.00845 -0.092
C 1.11666 1.31611 -4.80706 -0.041
C -0.84438 1.04926 -6.17877 -0.105
C 1.05023 2.35267 -2.50454 -0.250
C 0.81659 -5.38766 4.37651 -0.102
C -3.61056 -2.02238 -3.06210 -0.124
C -3.24445 -1.58825 -0.70949 -0.046
C -4.32653 -0.80219 3.49344 -0.090
C 2.44350 -2.50139 0.15735 -0.638
C -3.08745 -1.16259 2.97323 -0.111
C 2.57329 5.77431 -3.31061 -0.087
C -1.61609 1.58516 -5.15351 -0.081
C -1.02408 1.99778 -3.96667 -0.018
C -0.06113 2.02873 3.49266 -0.084
C -2.32860 -1.54960 -3.32191 -0.099
C 0.30896 4.77175 -2.05979 -0.019
C 2.11429 -1.87456 -2.04099 -0.125
C -1.51649 -1.11117 -2.28671 -0.040
C -2.02063 -0.48784 5.01219 -0.150
C -0.74005 -4.31736 2.34302 -0.114
C 0.26923 1.96344 -1.20737 -0.438
C 3.28250 -3.88491 -1.63162 -0.015
C -1.91813 -1.00229 3.71871 -0.337
C -3.25653 -0.11573 5.53614 -0.101
C 0.16721 -6.23663 3.48391 -0.116
C 3.59772 -4.70242 0.69334 -0.595
C 2.35543 4.40359 -3.24778 -0.032
C 0.52532 0.91557 -6.00047 -0.089
C 2.37877 1.20059 -0.93867 -0.562
C -4.06443 -2.01528 -1.74966 -0.108
C -0.08957 -3.45039 3.22678 -0.386
C 1.30537 2.03234 3.78012 -0.095
H -4.24402 -2.37359 -3.86706 0.087
H -2.46476 3.79688 2.24730 0.079
H -0.07050 4.15472 0.86821 0.103
H 1.84126 7.72088 -2.76343 0.096
H -1.12160 -6.35449 1.77024 0.095
H 3.16350 1.93498 -2.68349 0.124
H -0.74526 1.45974 4.10455 0.075
H -1.95765 -1.51012 -4.34240 0.095
H 3.45909 6.15425 -3.80584 0.098
H -2.68973 1.67541 -5.27215 0.104
H 3.78221 -4.78046 -1.96927 0.116
H 3.24067 2.78679 3.22205 0.100
H 3.00403 -3.05258 -3.60325 0.099
H -3.01402 -1.56724 1.97347 0.052
H -1.30845 0.72524 -7.10262 0.095
H 1.71397 -1.13024 -2.72004 0.097
H -1.63026 2.39547 -3.16276 0.113
H 1.44298 -5.79950 5.16082 0.094
H -3.62613 -1.57483 0.30248 0.072
H -2.59180 2.11417 2.79854 0.070
H 1.22003 -3.35002 4.93018 0.085
H 2.18706 1.18874 -4.67558 0.106
H -0.19695 6.81990 -1.67767 0.101
H 1.68290 1.43755 4.60483 0.096
H 3.07266 3.74049 -3.72187 0.107
H 0.30055 -7.31086 3.55812 0.092
H 0.73455 -1.08017 4.21244 -0.021
H -5.07583 -2.33998 -1.52693 0.093
H -1.12282 -0.37777 5.61729 0.090
H 1.13878 0.49536 -6.78927 0.097
H 2.34556 4.14593 1.34820 0.103
H -0.53864 -0.70966 -2.48895 0.083
H -5.22403 -0.93140 2.89702 0.098
H -3.31493 0.29696 6.53820 0.095
H -5.37072 0.04074 5.17568 0.092
H -1.32730 -3.90866 1.52484 0.096
H -2.21383 2.46975 1.10287 0.065
H -0.58012 4.38091 -1.58015 0.104
```



No. 4
One molecule with the formula C7H4 in a non-equilibrium geometry. Source: the Open Molecules 2025 dataset; level of theory: wB97M-V/def2-TZVPD.

## Properties
gap between HOMO and LUMO (spin up / spin down) = 0.2590 / 0.2589 hartree
energy relative to the best compared isomer or geometry (same formula, charge and spin) = 1.592 eV
total charge = 0
LUMO level (spin up / spin down) = -0.814 / -0.814 eV

```
11
Properties=species:S:1:pos:R:3:nbo_charge:R:1
C 0.51109 -1.71499 0.68603 0.043
C 1.45739 -0.90014 1.33606 -0.146
C 0.94206 0.42989 1.25021 -0.189
C -0.23161 -1.72284 -0.29337 -0.037
C 0.14278 1.07917 0.23937 -0.177
C -0.60626 0.46757 -0.83001 -0.150
C -0.95384 -0.85352 -1.06429 -0.215
H 0.04650 2.07448 0.30150 0.210
H -1.71596 -1.00086 -1.93367 0.235
H 1.41759 0.97417 1.97622 0.210
H -1.00975 1.16708 -1.66806 0.214
```



Look up the energy relative to the best compared isomer or geometry (same formula, charge and spin) of the fourth one. 1.592 eV